1.
{
  "formula": "C48H34Cl2N11O4PbSe2",
  "method": "ωB97M-V/def2-TZVPD",
  "symbols": ["Pb", "Se", "Se", "Cl", "Cl", "O", "O", "O", "O", "N", "N", "N", "N", "N", "N", "N", "N", "N", "N", "N", "C", "C", "C", "C", "C", "C", "C", "C", "C", "C", "C", "C", "C", "C", "C", "C", "C", "C", "C", "C", "C", "C", "C", "C", "C", "C", "C", "C", "C", "C", "C", "C", "C", "C", "C", "C", "C", "C", "C", "C", "C", "C", "C", "C", "C", "C", "C", "C", "H", "H", "H", "H", "H", "H", "H", "H", "H", "H", "H", "H", "H", "H", "H", "H", "H", "H", "H", "H", "H", "H", "H", "H", "H", "H", "H", "H", "H", "H", "H", "H", "H", "H"],
  "positions_angstrom": [[0.12, -0.54, 1.09], [-0.66, -3.50, -1.88], [1.45, -3.81, 0.86], [3.22, -1.01, 4.43], [0.69, -2.44, 4.80], [2.76, -1.63, -6.11], [-0.86, 1.18, 0.09], [2.22, -2.78, 2.21], [3.13, -4.53, 3.33], [-2.32, -4.04, -2.12], [1.20, 1.43, 2.47], [-2.12, -1.88, 2.04], [1.53, 4.25, -3.93], [1.99, 4.05, 2.85], [2.12, 3.78, -4.91], [-1.14, -1.90, -1.22], [-1.44, 0.68, 2.77], [-6.00, 4.91, 6.09], [-4.60, -2.95, 2.66], [1.75, 0.67, -0.54], [1.42, 0.11, -5.32], [-4.60, -0.88, -0.85], [1.02, 3.45, -2.86], [2.89, -3.03, -1.47], [3.73, -5.01, -0.36], [1.77, 2.46, -2.16], [3.83, -3.20, -2.47], [4.71, -4.26, -2.42], [3.66, 0.62, -6.04], [-3.26, -0.75, -0.81], [-4.29, 4.59, 4.45], [-5.90, 3.63, 6.40], [-0.26, 1.92, -0.83], [-4.20, 3.24, 4.77], [-3.04, -1.15, 2.67], [3.97, -2.09, -6.68], [-4.29, -1.70, 2.95], [-2.46, -1.87, -1.24], [2.47, 1.79, 2.35], [-2.68, 0.25, 3.06], [-3.60, 1.06, 3.71], [0.31, 2.35, 2.83], [2.67, -3.43, 3.30], [-3.66, -3.68, 2.06], [2.85, -3.94, -0.41], [3.78, 1.24, -1.64], [1.21, 1.43, -4.99], [2.44, -2.59, 4.56], [-5.03, 2.75, 5.78], [-5.21, 5.38, 5.13], [3.15, 2.24, -2.33], [2.24, 2.36, -5.16], [-1.96, 2.78, 3.77], [-2.43, -3.14, 1.74], [-1.09, 1.92, 3.11], [2.65, -0.31, -5.83], [1.11, 1.67, -1.19], [3.44, 1.96, -5.72], [-3.24, 2.35, 4.07], [0.72, 3.68, 2.97], [3.02, 0.44, -0.77], [-3.12, -3.07, -1.73], [-0.25, 3.73, -2.44], [-5.25, -2.07, -1.31], [-4.55, -3.14, -1.75], [4.67, -5.17, -1.36], [2.87, 3.09, 2.57], [-0.90, 2.97, -1.45], [0.01, 4.47, 3.18], [-4.59, 0.71, 3.93], [-5.22, -0.05, -0.53], [-5.02, -4.04, -2.12], [3.17, 1.02, 2.05], [4.82, -1.89, -6.03], [4.84, 1.05, -1.76], [0.25, 1.74, -4.62], [-3.90, -4.71, 1.83], [-1.92, 3.21, -1.16], [4.20, 2.70, -5.91], [4.15, -1.62, -7.65], [5.36, -6.00, -1.33], [-2.76, 0.15, -0.48], [5.44, -4.40, -3.21], [-5.07, -1.12, 3.42], [0.63, -0.62, -5.22], [-1.68, -3.72, 1.21], [2.19, -2.21, -1.51], [4.61, 0.34, -6.47], [2.86, -3.11, 5.41], [3.69, -5.71, 0.47], [-4.98, 1.71, 6.09], [-6.55, 3.27, 7.20], [3.91, 3.38, 2.51], [-3.69, 5.02, 3.66], [3.85, -2.50, -3.31], [3.86, -3.16, -6.82], [-1.64, 3.76, 4.09], [-0.78, 4.53, -2.94], [3.72, 2.88, -2.99], [3.48, -0.38, -0.23], [-5.31, 6.43, 4.89], [-6.34, -2.10, -1.32]],
  "charge": 1,
  "orbital_gap_ev": 6.16,
  "relative_energy_kcal_mol": 7.7
}

2.
{
  "formula": "C75H171N7O19",
  "method": "ωB97M-V/def2-TZVPD",
  "symbols": ["O", "O", "O", "O", "O", "O", "O", "O", "O", "O", "O", "O", "O", "O", "O", "O", "O", "O", "O", "N", "N", "N", "N", "N", "N", "N", "C", "C", "C", "C", "C", "C", "C", "C", "C", "C", "C", "C", "C", "C", "C", "C", "C", "C", "C", "C", "C", "C", "C", "C", "C", "C", "C", "C", "C", "C", "C", "C", "C", "C", "C", "C", "C", "C", "C", "C", "C", "C", "C", "C", "C", "C", "C", "C", "C", "C", "C", "C", "C", "C", "C", "C", "C", "C", "C", "C", "C", "C", "C", "C", "C", "C", "C", "C", "C", "C", "C", "C", "C", "C", "C", "H", "H", "H", "H", "H", "H", "H", "H", "H", "H", "H", "H", "H", "H", "H", "H", "H", "H", "H", "H", "H", "H", "H", "H", "H", "H", "H", "H", "H", "H", "H", "H", "H", "H", "H", "H", "H", "H", "H", "H", "H", "H", "H", "H", "H", "H", "H", "H", "H", "H", "H", "H", "H", "H", "H", "H", "H", "H", "H", "H", "H", "H", "H", "H", "H", "H", "H", "H", "H", "H", "H", "H", "H", "H", "H", "H", "H", "H", "H", "H", "H", "H", "H", "H", "H", "H", "H", "H", "H", "H", "H", "H", "H", "H", "H", "H", "H", "H", "H", "H", "H", "H", "H", "H", "H", "H", "H", "H", "H", "H", "H", "H", "H", "H", "H", "H", "H", "H", "H", "H", "H", "H", "H", "H", "H", "H", "H", "H", "H", "H", "H", "H", "H", "H", "H", "H", "H", "H", "H", "H", "H", "H", "H", "H", "H", "H", "H", "H", "H", "H", "H", "H", "H", "H", "H", "H", "H", "H", "H", "H", "H", "H", "H", "H", "H", "H", "H", "H", "H", "H", "H"],
  "positions_angstrom": [[2.39, 3.62, -1.78], [1.75, 3.50, -4.51], [-5.85, 1.55, 3.93], [4.11, 0.67, 3.05], [4.28, -5.47, -3.73], [0.52, 5.88, 3.84], [5.69, -1.12, -2.32], [-6.85, 2.25, -2.35], [0.12, -0.97, -2.06], [3.06, 0.60, -4.47], [-5.07, -4.41, -3.13], [6.19, -2.86, -4.30], [-0.47, 2.61, -6.13], [5.13, 2.16, -0.64], [5.31, -0.66, 0.35], [-4.41, -0.14, 5.93], [-3.00, 1.10, 3.02], [-1.61, -2.96, -2.82], [0.22, 0.20, -4.76], [-4.10, -4.35, -2.09], [4.73, 1.10, 4.19], [-5.94, 2.48, -3.45], [0.53, -0.18, -0.99], [3.20, -5.39, -2.80], [-3.22, -0.50, 5.20], [0.72, 6.32, 2.50], [2.50, -0.72, -4.56], [-5.87, 0.13, -4.10], [3.53, -5.90, -1.52], [2.50, -5.43, -0.51], [-5.00, 1.33, -3.62], [0.54, 4.30, -4.73], [3.65, -7.44, -1.43], [1.76, -0.27, 1.16], [3.13, -0.16, 5.63], [-4.73, -2.08, -1.41], [2.40, -1.66, -0.78], [0.94, 6.58, -0.34], [-4.73, 4.20, -1.89], [-1.47, 7.30, 2.60], [-2.20, -2.25, 3.86], [2.63, 2.23, 5.00], [-2.96, -6.25, -3.10], [4.95, -5.37, -1.09], [-4.59, -6.70, -1.35], [6.77, 1.38, 2.95], [-3.49, -3.58, 0.09], [1.23, -0.68, -5.31], [-0.26, 7.17, 0.38], [-4.15, 1.70, -4.84], [0.76, -5.22, -2.33], [1.22, -1.10, 0.01], [4.42, 2.04, -1.89], [1.05, -5.77, -0.89], [5.82, 2.09, 3.92], [0.04, 1.49, 0.63], [3.78, 1.21, 5.30], [-5.22, 2.28, 2.92], [1.86, -5.54, -3.40], [-0.79, -0.85, 5.37], [5.34, 3.34, 3.12], [0.64, 0.66, 1.76], [-1.05, -2.32, 4.89], [-3.67, 2.32, 3.05], [2.18, 6.63, 0.56], [5.81, -1.45, 1.39], [-5.84, -4.05, -0.33], [-0.76, 1.72, -1.74], [-3.49, -1.80, 4.59], [-6.49, 4.84, -3.46], [0.30, -2.21, 0.47], [2.94, 2.24, -1.66], [2.00, 4.30, 1.74], [3.03, 6.21, 2.86], [-1.93, 1.20, 6.21], [1.55, -6.91, -4.13], [-4.60, -3.57, -0.98], [-2.46, -5.54, -0.76], [0.07, 3.86, -6.07], [-2.25, -0.92, 7.44], [-0.51, 0.77, -0.56], [-2.05, -0.30, 6.12], [5.38, 2.87, 6.33], [-4.53, -1.70, 3.50], [-1.94, -2.40, -4.05], [-3.39, 3.01, -4.60], [-5.35, 3.83, -3.29], [1.78, -4.46, -4.49], [7.02, -1.71, -4.31], [6.45, -0.60, -3.42], [-1.27, 5.12, 1.55], [-3.95, -2.83, 5.58], [-4.20, 1.17, -2.35], [-0.52, 6.45, 1.72], [1.96, 5.85, 1.90], [4.44, 1.69, 6.57], [-1.84, 0.06, -0.17], [6.45, 2.47, 5.28], [-2.91, -4.89, 0.56], [-4.43, 4.10, -4.45], [-3.57, -5.70, -1.82], [-3.16, -3.06, 6.31], [6.76, -1.13, 1.87], [-0.61, 4.41, 1.04], [3.57, 1.98, 7.20], [-3.14, 0.56, 3.88], [3.90, -0.94, 5.49], [-4.73, 0.82, -1.46], [5.09, -1.43, 2.19], [6.20, 1.03, 2.05], [-3.56, -5.56, 1.13], [2.37, -1.16, -3.55], [2.31, 1.19, -4.62], [-1.19, -3.10, 5.63], [-2.06, -5.73, -3.48], [-2.62, -7.25, -2.83], [-0.64, 4.55, -6.49], [-7.08, 4.64, -4.32], [2.58, -4.34, -0.50], [2.80, -0.08, 6.66], [2.98, 5.58, 3.74], [6.57, -3.57, -4.77], [8.01, -1.92, -3.94], [-3.61, 2.02, -2.09], [2.43, 1.70, -2.48], [4.00, 6.02, 2.41], [6.04, -2.47, 1.07], [1.58, 3.95, 2.72], [2.16, -1.01, 1.85], [0.30, -5.37, -0.23], [5.04, -5.68, -0.05], [2.72, -5.73, 0.50], [3.05, -2.18, -0.04], [1.91, 2.11, 5.85], [-1.46, -0.51, 8.11], [-3.44, 0.41, -2.53], [0.81, 2.19, 0.25], [5.75, 3.13, 7.39], [-4.81, 1.72, -5.69], [4.91, 0.85, 7.06], [-1.31, -2.87, -4.78], [-1.74, 6.61, 3.44], [4.36, -7.81, -2.16], [-0.20, -5.61, -2.71], [2.63, 0.33, 0.81], [-1.20, 7.12, -0.20], [-1.78, 1.49, 5.16], [5.25, -1.88, -2.71], [-0.19, 0.07, 2.18], [-5.36, -0.97, 3.65], [6.11, 4.06, 2.96], [-3.97, 5.07, -4.35], [-1.77, -1.33, -3.98], [-5.67, 3.28, 2.72], [0.83, -6.76, -4.91], [-5.63, -4.95, 0.18], [1.22, -7.70, -3.44], [2.16, 2.04, 4.04], [3.07, 3.25, 4.98], [0.96, -2.96, 0.95], [-2.59, -3.08, -0.38], [1.14, 7.08, -1.32], [-0.14, -2.63, 4.36], [0.07, -0.06, -3.83], [-2.37, -3.20, 3.38], [-6.47, -0.37, -3.34], [0.77, -4.16, -2.32], [-5.14, 4.13, -5.30], [-7.66, 2.00, -2.77], [2.88, 4.06, -1.04], [7.26, 0.54, 3.47], [-0.57, -0.26, 4.48], [-5.50, -6.69, -1.94], [-1.70, -4.87, -1.19], [0.16, 2.19, -1.94], [0.12, -0.75, 5.99], [0.67, 5.54, -0.58], [5.04, -4.29, -1.07], [-4.04, -1.39, 2.56], [-4.99, 0.22, 5.26], [2.82, -0.78, -1.31], [-3.81, -2.92, 0.88], [5.77, -0.06, -4.07], [-2.78, 1.61, 6.74], [-3.77, 3.83, -1.63], [-2.30, -3.56, -2.49], [2.95, 3.80, 1.51], [6.85, 1.54, 5.62], [1.43, -0.39, -6.34], [5.72, -0.92, -0.48], [-0.96, 1.43, 6.67], [-6.06, 5.81, -3.56], [2.12, -2.41, -1.53], [3.91, -7.70, -0.43], [4.80, 2.68, -2.67], [-0.18, 4.09, -3.92], [-3.01, -2.49, -4.27], [1.07, 1.27, 2.54], [-5.43, 1.69, 2.01], [-0.99, 8.21, 2.90], [3.17, -1.38, -5.06], [7.13, -1.29, -5.30], [-1.93, -6.49, -0.64], [-5.17, -1.97, -2.42], [-4.26, -7.72, -1.53], [-0.49, -1.93, 1.20], [0.88, -1.75, -5.40], [-0.04, 2.03, -5.53], [-2.17, 5.14, 0.94], [-2.71, 3.24, -5.38], [5.02, 3.05, 2.13], [5.78, -5.83, -1.67], [7.59, 1.99, 2.62], [4.82, 3.74, 6.01], [-3.82, -1.55, -1.25], [0.99, 3.90, -6.74], [-4.65, -4.24, -4.01], [-2.06, -2.00, 7.39], [7.26, 0.08, -3.07], [-5.11, -0.60, -4.47], [-2.10, -4.73, 1.31], [-0.82, 2.05, 1.11], [-4.85, -2.57, 6.11], [1.93, -3.48, -4.04], [4.63, -4.55, -3.76], [2.53, -4.65, -5.26], [-1.45, 4.65, 2.52], [-3.38, 0.90, -4.94], [-2.15, -0.73, -0.80], [4.52, 3.89, 3.58], [-2.84, 2.86, -3.65], [-6.05, -3.28, 0.42], [4.50, 0.96, -2.14], [-7.24, 4.89, -2.65], [2.80, 1.87, -0.64], [0.68, 6.69, 4.29], [0.91, -6.84, -0.89], [-0.58, -1.54, -1.79], [-2.10, -1.45, 3.12], [3.06, 6.12, 0.10], [3.54, 1.36, 2.65], [-1.42, 2.48, -1.34], [-5.43, 3.85, -1.13], [5.19, 1.24, -0.34], [-3.25, -0.85, 7.94], [-5.01, -2.68, 3.35], [-4.18, -3.71, 5.01], [1.34, 3.97, 0.97], [-1.18, 1.23, -2.58], [0.78, -4.60, -4.91], [1.99, 3.56, -3.58], [2.96, 7.28, 3.11], [-1.74, -0.37, 0.83], [-4.87, -6.59, -0.30], [-0.07, -2.70, -0.42], [2.30, -0.42, 4.94], [-2.67, 0.74, -0.25], [-6.73, -4.13, -0.97], [-3.28, 2.90, 3.91], [2.58, 7.67, 0.76], [-3.68, -6.43, -3.87], [2.67, -7.96, -1.66], [7.28, 3.19, 5.17], [-6.41, 0.45, -4.97], [-0.06, 8.22, 0.61], [-5.42, -1.69, -0.59], [0.84, 5.34, -4.67], [-2.35, 7.55, 2.05], [-6.74, 1.86, 4.05], [2.49, -7.19, -4.59], [-4.68, 5.32, -1.89], [-3.47, 2.91, 2.18]],
  "orbital_gap_ev": 8.56
}